{
  "formula": "C2H5NSi",
  "method": "ωB97M-V/def2-TZVPD",
  "species": ["C", "C", "N", "Si", "H", "H", "H", "H", "H"],
  "coordinates": [[-0.415300, -0.852783, 0.215219], [0.164068, -0.321665, -1.003719], [-1.383288, -1.612570, 0.320753], [0.394831, 0.827298, 0.561307], [0.914759, -0.899351, -1.378455], [-0.548665, 0.128979, -1.723076], [-1.925651, -1.548718, 1.189313], [-0.649476, 1.761666, 0.933611], [1.761015, 0.801100, 1.113623]],
  "atomic_forces_ev_per_a": [[-0.1, 1.8, 0.8], [-1.7, 2.8, 0.3], [-2.1, -1.2, 0.2], [0.4, -2.2, -0.5], [2.5, -1.0, -1.3], [0.4, -0.9, 0.2], [0.8, -0.3, 0.2], [0.1, 0.6, -0.1], [-0.2, 0.4, 0.2]],
  "lumo_energy_ev": 0.70,
  "total_charge": 0,
  "max_force_ev_per_a": 3.3,
  "homo_ev": -8.287,
  "energy_ev": -11519.6116,
  "smiles": "[H]/N=C1/C[SiH2]1"
}



{
  "formula": "C5H21AgN8O9",
  "method": "ωB97M-V/def2-TZVPD",
  "species": ["Ag", "O", "C", "O", "O", "H", "O", "H", "H", "O", "H", "H", "C", "O", "N", "N", "H", "H", "H", "H", "C", "O", "N", "N", "H", "H", "H", "H", "C", "O", "N", "N", "H", "H", "H", "H", "C", "O", "N", "N", "H", "H", "H", "H"],
  "coordinates": [[2.425320, 4.093432, 5.435927], [0.140500, 0.858712, 0.306777], [0.919480, 0.586012, 1.334437], [1.431950, -0.511268, 1.448597], [0.876320, 1.385652, 2.313667], [-0.301260, 1.610062, 0.709177], [5.066140, 1.308182, 4.825707], [5.990560, 1.060412, 4.808627], [4.672100, 0.814812, 4.106307], [2.551010, -4.372718, 4.519877], [2.154830, -4.212118, 5.376307], [2.172670, -3.702358, 3.950927], [5.287520, -4.003728, -1.012243], [5.969840, -4.887538, -1.470383], [5.304970, -3.667628, 0.211117], [4.278110, -3.464708, -1.613183], [6.014330, -4.109178, 0.778517], [4.504380, -3.225018, 0.639187], [3.891220, -4.131418, -2.265803], [3.748060, -2.798478, -1.069783], [-6.349250, 1.198742, -1.941223], [-7.473710, 1.120482, -1.469413], [-5.341590, 0.434812, -1.541683], [-5.903770, 1.963032, -2.901723], [-4.397790, 0.414042, -1.900723], [-5.463540, -0.102788, -0.695393], [-5.077970, 1.863232, -3.474593], [-6.585240, 2.647572, -3.196853], [-0.897970, -4.106048, -2.456703], [-1.186310, -5.042918, -3.208783], [-0.808260, -2.862718, -2.837253], [-0.459410, -4.256778, -1.230763], [-0.473660, -2.141128, -2.214803], [-0.976690, -2.719418, -3.822753], [0.060010, -3.605318, -0.659883], [-0.395330, -5.198258, -0.870763], [-1.671330, 6.734462, -0.321013], [-1.058880, 7.369782, -1.204813], [-1.865490, 5.463052, -0.264123], [-2.145100, 7.288502, 0.823337], [-2.479860, 5.085752, 0.443187], [-1.251660, 4.887252, -0.822483], [-2.801850, 6.686262, 1.298827], [-2.093390, 8.247292, 1.136617]],
  "atomic_forces_ev_per_a": [[0.2, -0.2, 0.0], [0.6, 0.0, -0.1], [-2.3, 0.5, 0.1], [1.5, -0.9, 0.6], [1.2, -0.5, 0.2], [-1.0, 0.9, -0.7], [-0.5, 0.4, 0.1], [0.3, 0.0, 0.1], [-0.1, -0.2, -0.2], [0.2, 0.0, -0.1], [-0.1, -0.1, 0.3], [-0.1, 0.1, -0.2], [0.9, -3.2, -1.5], [1.3, -0.7, -1.1], [1.6, 1.8, 6.7], [-3.1, 1.7, -3.4], [-0.3, 0.2, 0.2], [0.6, -0.3, 0.2], [-0.6, 0.8, -0.3], [-0.4, -0.4, -0.8], [-0.6, -1.6, 1.1], [0.3, 0.7, -0.2], [2.1, -3.0, 2.6], [-1.0, 3.9, -3.1], [-0.5, 0.4, -0.1], [-0.2, -0.1, -0.3], [-0.3, -0.2, 0.5], [0.2, -0.1, -0.4], [0.5, -2.8, -2.1], [-0.4, 0.8, 0.8], [-0.5, 3.3, -1.9], [0.9, -2.0, 4.4], [-0.2, -0.1, -0.6], [0.1, 0.5, 0.3], [-0.3, 0.2, -0.6], [-0.2, 0.1, -0.3], [2.2, 5.6, -1.2], [-0.9, -1.5, 1.5], [-0.2, -4.9, -1.0], [-1.0, 0.7, 1.5], [0.5, -0.4, -0.4], [-0.6, -0.1, 0.0], [0.1, 0.7, 0.4], [0.0, -0.2, -0.8]],
  "lumo_energy_ev": [-7.69, -7.69],
  "total_charge": 1,
  "max_force_ev_per_a": 7.1,
  "homo_ev": [-11.295, -11.295],
  "energy_ev": -39863.1422,
  "multiplicity": 2,
  "s2": 0.76
}



{
  "formula": "C15H33ClNO9P",
  "method": "ωB97M-V/def2-TZVPD",
  "species": ["C", "C", "N", "C", "O", "O", "P", "O", "Cl", "H", "H", "H", "H", "H", "C", "O", "C", "C", "O", "C", "C", "O", "C", "H", "H", "H", "H", "H", "H", "H", "H", "H", "H", "H", "H", "H", "H", "C", "O", "C", "C", "O", "C", "C", "O", "C", "H", "H", "H", "H", "H", "H", "H", "H", "H", "H", "H", "H", "H", "H"],
  "coordinates": [[-0.373787, 3.335166, -0.143577], [0.976501, 2.691539, -0.331987], [1.888150, 3.230411, -1.411770], [1.256640, 3.196204, -2.788286], [0.324202, 2.285714, -3.106385], [1.774503, 4.189354, -3.773802], [1.382742, 5.818884, -3.303911], [2.212939, 6.289519, -1.815173], [-0.704007, 5.991463, -2.786314], [-1.363234, 2.876259, -0.594699], [-0.395849, 4.327319, 0.478399], [1.261847, 1.817727, 0.427388], [2.840362, 2.799794, -1.395129], [2.956052, 5.626934, -1.701630], [-3.527543, 1.069966, -2.480056], [-3.936992, 0.858292, -1.138097], [-4.861293, 1.854161, -0.692473], [-5.645429, 1.347286, 0.521246], [-6.729765, 0.479753, 0.162377], [-6.356026, -0.843603, -0.243394], [-5.930859, -1.728006, 0.931214], [-4.582704, -1.440499, 1.308126], [-4.276905, -1.915041, 2.608553], [-3.037131, 2.045201, -2.583481], [-2.816697, 0.285019, -2.750144], [-4.386587, 1.003096, -3.154041], [-5.559351, 2.111584, -1.496733], [-4.283440, 2.740149, -0.413949], [-6.114264, 2.211378, 1.003907], [-4.995942, 0.882386, 1.264613], [-5.601595, -0.817659, -1.031545], [-7.260590, -1.278108, -0.683081], [-5.974502, -2.781031, 0.632480], [-6.605492, -1.561570, 1.779024], [-4.918846, -1.431483, 3.351155], [-3.239087, -1.661280, 2.832743], [-4.395280, -3.001716, 2.656950], [6.344919, -2.049862, 3.366535], [5.836487, -2.300663, 2.065802], [5.600494, -3.692416, 1.837759], [4.621801, -3.882715, 0.675499], [3.253107, -3.698545, 1.062720], [2.848235, -2.340438, 1.280035], [2.669220, -1.557493, -0.022881], [3.936345, -1.121987, -0.519843], [3.879707, -0.761647, -1.889793], [7.296063, -2.574604, 3.515711], [6.513143, -0.974797, 3.468162], [5.618138, -2.357603, 4.124011], [5.191868, -4.161210, 2.739781], [6.560729, -4.154050, 1.590159], [4.690800, -4.924383, 0.344456], [4.877626, -3.259473, -0.182806], [3.520387, -1.833349, 1.974364], [1.871562, -2.404547, 1.772331], [2.062206, -0.665264, 0.165454], [2.167573, -2.189444, -0.764907], [3.584494, -1.622043, -2.498020], [4.875557, -0.443180, -2.203770], [3.178800, 0.065156, -2.039274]],
  "atomic_forces_ev_per_a": [[1.8, 0.0, -0.3], [-2.1, 0.4, -0.2], [-1.4, -0.7, 0.7], [-3.9, -4.9, -1.1], [6.1, 6.4, 1.6], [-2.0, -1.2, 4.5], [1.0, 1.5, 0.3], [-0.6, -2.6, -2.2], [1.4, -0.7, 0.2], [2.0, 0.1, 2.4], [0.1, -1.0, -2.8], [-0.3, 1.0, -3.0], [-1.0, 0.7, -0.2], [-1.1, 1.0, 0.1], [0.1, -0.1, 0.4], [-0.3, 0.1, -0.2], [0.3, -0.6, 0.3], [-0.3, 0.1, -0.4], [0.5, -0.1, 0.0], [-0.3, 0.0, 0.4], [0.6, 0.3, -0.4], [-0.2, 0.1, 0.2], [0.0, 0.1, -0.4], [0.0, 0.0, -0.2], [-0.1, 0.1, 0.2], [0.0, 0.1, -0.1], [0.0, 0.0, 0.0], [-0.1, 0.2, 0.0], [0.0, -0.1, -0.1], [0.2, -0.1, -0.2], [0.2, 0.0, 0.2], [0.0, 0.1, 0.2], [-0.2, -0.1, 0.0], [0.0, 0.0, 0.0], [-0.1, -0.1, 0.1], [-0.1, 0.0, -0.1], [0.0, 0.0, 0.1], [0.0, 0.0, -0.4], [-0.2, -0.1, 0.3], [-0.1, 0.6, -0.5], [-0.1, -0.2, 0.5], [0.3, 0.4, -0.1], [-0.2, -0.3, -0.4], [0.6, 0.1, 0.3], [-0.1, -0.2, -0.2], [0.1, -0.1, 0.4], [-0.1, 0.0, 0.1], [0.0, -0.1, -0.1], [0.1, -0.1, 0.1], [0.0, 0.0, 0.0], [0.0, -0.2, 0.0], [-0.1, 0.1, 0.1], [0.1, 0.2, 0.2], [0.1, 0.1, -0.2], [0.1, -0.1, -0.2], [-0.2, 0.0, 0.0], [0.0, 0.0, 0.1], [-0.1, 0.1, -0.1], [-0.1, 0.0, 0.1], [-0.1, 0.0, -0.2]],
  "lumo_energy_ev": -1.10,
  "total_charge": 0,
  "max_force_ev_per_a": 9.0,
  "homo_ev": -7.673,
  "energy_ev": -57810.1912,
  "smiles": "C=CNC(=O)OP(O)Cl.COCCOCCOC.COCCOCCOC"
}



{
  "formula": "C29H21F2N4ORuSTe",
  "method": "ωB97M-V/def2-TZVPD",
  "species": ["Ru", "N", "C", "C", "C", "C", "C", "C", "N", "C", "C", "C", "S", "C", "N", "H", "H", "H", "H", "H", "H", "H", "F", "C", "C", "C", "C", "C", "F", "C", "C", "C", "C", "C", "C", "N", "H", "H", "H", "H", "H", "H", "C", "C", "O", "H", "H", "H", "Te", "C", "C", "C", "C", "C", "C", "H", "H", "H", "H", "H"],
  "coordinates": [[0.701034, -0.483513, 0.573064], [1.712524, -4.101020, -1.444706], [0.744029, -3.835155, -2.398009], [0.480452, -4.403440, -3.638822], [-0.596349, -3.891157, -4.332614], [-1.393600, -2.867527, -3.795071], [-1.126791, -2.311062, -2.562205], [-0.020234, -2.793366, -1.864107], [0.500416, -2.440285, -0.622863], [1.517908, -3.246830, -0.415632], [2.320072, -3.176793, 0.786799], [3.384513, -3.930418, 1.166022], [3.957469, -3.395329, 2.681794], [2.750077, -2.191080, 2.708839], [1.962938, -2.196881, 1.674761], [2.421534, -4.811061, -1.507553], [1.077900, -5.215769, -4.031211], [-0.846090, -4.297988, -5.303369], [-2.247111, -2.518064, -4.360940], [-1.758698, -1.541510, -2.140374], [3.860645, -4.749601, 0.651387], [2.669849, -1.488891, 3.524968], [-4.308272, 1.504376, 0.827676], [-3.201433, 1.310662, 0.098535], [-2.226589, 0.454420, 0.580450], [-1.079783, 0.237634, -0.166321], [-0.934396, 0.883161, -1.400066], [-1.922004, 1.763548, -1.823219], [-1.765352, 2.439864, -2.974395], [-3.062735, 2.003796, -1.087812], [0.262858, 0.556221, -2.165524], [0.319315, 0.503252, -3.556714], [1.453176, 0.007699, -4.167832], [2.525183, -0.405958, -3.386107], [2.414936, -0.298557, -2.017183], [1.313685, 0.164355, -1.420688], [-2.392186, -0.051765, 1.525323], [-3.816553, 2.699882, -1.427133], [-0.526217, 0.825729, -4.143838], [1.495541, -0.082878, -5.245309], [3.433895, -0.788107, -3.828385], [3.231836, -0.577210, -1.362728], [0.155225, 0.576012, 3.326960], [0.933751, 1.019927, 2.123577], [2.067723, 0.542503, 1.854285], [0.697494, 0.863236, 4.230766], [0.058091, -0.520164, 3.327492], [-0.833721, 1.022700, 3.356417], [0.539726, 2.940577, 1.207151], [-0.666504, 3.862547, 2.693136], [-1.917417, 3.357342, 3.029978], [-2.647663, 3.946771, 4.053119], [-2.145238, 5.058228, 4.715820], [-0.922984, 5.595888, 4.337736], [-0.177581, 4.997950, 3.330239], [-2.341564, 2.526254, 2.479805], [-3.614664, 3.543059, 4.325418], [-2.711134, 5.512069, 5.518715], [-0.540600, 6.477362, 4.836110], [0.779688, 5.414337, 3.044411]],
  "atomic_forces_ev_per_a": [[0.9, -3.5, -1.6], [0.0, 0.0, 0.0], [-0.1, 0.1, 0.0], [0.0, -0.1, 0.0], [0.0, 0.0, 0.0], [0.0, 0.0, 0.0], [-0.1, 0.0, 0.0], [-0.1, 0.0, -0.1], [-0.3, 0.9, 0.3], [-0.1, -0.1, -0.2], [0.1, -0.1, 0.1], [0.1, -0.1, 0.0], [-0.1, 0.1, 0.0], [0.1, -0.2, 0.1], [0.1, 0.5, -0.1], [0.0, 0.0, 0.1], [0.0, 0.0, 0.0], [0.0, 0.0, 0.0], [0.0, 0.0, 0.0], [0.0, 0.0, 0.0], [0.0, 0.0, 0.0], [0.0, 0.1, -0.1], [0.0, 0.0, 0.0], [0.1, -0.1, -0.1], [-0.2, -0.4, 0.1], [1.4, 1.2, 0.8], [-0.3, 0.0, -0.2], [-0.1, -0.1, 0.0], [0.0, 0.0, 0.0], [-0.1, 0.1, 0.0], [0.1, 0.2, -0.1], [0.2, 0.1, -0.1], [-0.1, -0.1, 0.0], [0.0, 0.1, 0.0], [0.3, 0.1, 0.1], [-0.7, -0.3, 1.2], [0.0, 0.1, 0.1], [0.0, 0.0, 0.0], [0.0, 0.0, 0.0], [0.0, 0.1, 0.0], [0.0, 0.0, 0.0], [0.0, -0.1, 0.0], [0.0, -0.3, -0.1], [-0.7, 2.1, 0.3], [-0.6, -0.1, -0.8], [0.0, 0.0, 0.0], [0.0, 0.0, 0.0], [0.0, 0.0, 0.0], [-0.1, 0.2, 0.2], [0.2, -0.2, -0.2], [-0.1, 0.1, 0.0], [0.0, 0.0, 0.0], [0.0, 0.0, 0.0], [0.0, 0.0, 0.0], [0.0, 0.0, 0.1], [0.0, 0.0, 0.0], [0.0, 0.0, 0.0], [0.0, 0.0, 0.0], [0.0, 0.0, 0.0], [0.0, 0.0, 0.1]],
  "lumo_energy_ev": [-3.43, -3.43],
  "total_charge": 1,
  "max_force_ev_per_a": 4.0,
  "homo_ev": [-10.011, -10.011],
  "energy_ev": -64560.7105
}